1.
Here is a structure of composition C41H48AsBrN3O4PS4Tc from the Open Molecules 2025 dataset. Energies are from wB97M-V/def2-TZVPD.

Positions of all 104 atoms, in Å:
1 C -2.28109 -4.32262 -3.29694
2 H 1.04336 3.61962 -3.16442
3 S -0.26268 1.92370 1.94032
4 C -3.19206 -4.43410 3.72785
5 H 2.68590 1.54370 6.01273
6 H 2.55315 -2.78933 4.04173
7 H 0.55810 2.19006 -4.96418
8 Br -3.24700 -5.83236 -5.50970
9 S -3.08547 3.89995 2.62987
10 C 2.37390 1.05681 1.20014
11 N -1.68219 2.12105 -0.73729
12 C -2.18304 3.40417 -2.78200
13 C -2.42592 -0.67119 -2.22275
14 C 2.04796 3.01233 3.87227
15 C 1.20393 2.83644 -2.42295
16 C -0.04244 -0.10255 -6.31134
17 C -3.05114 -3.48645 4.74026
18 C 1.68026 1.54881 4.12552
19 H 0.61899 -3.02114 -2.33764
20 H 3.68947 0.90048 4.72264
21 C 0.63342 -0.90082 -2.65526
22 H -0.02437 0.85407 -6.83382
23 H -1.04199 -0.52781 -6.42320
24 O -0.51840 -3.42151 0.29541
25 C -1.73834 -3.17647 2.35524
26 N -0.30185 -1.47034 1.55724
27 C 0.30058 0.06833 -4.85635
28 C 0.74481 0.38261 -2.10994
29 H -2.28033 2.45212 -3.29420
30 C 2.67036 0.92672 5.11229
31 H -1.19644 3.82212 -2.97617
32 H 1.58127 -2.15690 0.93917
33 C 4.75241 1.43801 0.70551
34 C 0.84632 -2.10610 -1.78975
35 P 1.28352 0.55464 2.59421
36 H 3.13006 -0.69985 3.11573
37 H 5.25986 1.18102 -1.36874
38 H 3.02831 3.12729 3.41405
39 H 1.31987 3.51899 3.24332
40 H 0.69391 1.54142 4.60289
41 C 6.14367 1.77083 1.16799
42 C -0.83213 -2.73580 1.23682
43 C -2.63139 -1.96007 -2.98435
44 H -1.55645 -3.20221 -1.61801
45 H 3.04966 -2.76650 1.71405
46 C 0.79575 1.49374 -2.95643
47 H 0.65716 -0.77616 -6.81047
48 H -2.28548 4.47367 0.51063
49 N 0.81966 0.55526 -0.68986
50 H 6.51223 2.68421 0.69556
51 C -3.35237 -1.91583 -4.17285
52 H -4.10426 -3.03308 -5.85186
53 C -2.99789 -4.25278 -4.47764
54 H -0.90779 4.64029 -0.59543
55 H 3.02921 0.66001 -2.09324
56 H 1.32590 -1.71069 4.71458
57 O -1.75558 -0.78653 -1.12765
58 C 2.49404 -1.86020 1.45901
59 H -2.46381 5.36702 -1.01551
60 C -2.10198 -3.16663 -2.54880
61 O -2.88406 0.36695 -2.67615
62 C 2.06494 0.84896 -0.17345
63 H 0.24713 -2.03165 -4.42371
64 C -2.43658 3.25091 -1.27966
65 H 2.39391 -0.07916 5.41068
66 S -2.66007 1.29398 4.95803
67 H -4.11663 2.87696 0.04223
68 H -3.58628 -3.62140 5.67091
69 H 6.16962 1.92341 2.24760
70 H 0.92884 -2.78682 3.38022
71 S -3.07622 0.45376 1.42716
72 C -0.66384 -1.23169 2.81008
73 C -1.61054 -2.23560 3.35478
74 C 0.38565 -1.03563 -4.01483
75 H -3.75279 -0.96435 -4.49502
76 Tc -1.13894 0.78264 0.05421
77 C 3.69128 1.34330 1.58162
78 C -3.54276 -3.06145 -4.92842
79 C -2.52130 -4.29845 2.51406
80 H 0.22795 -2.07211 -0.89373
81 H -2.93153 4.10064 -3.16124
82 H -2.13722 -1.61269 5.34096
83 C -3.91334 2.95688 -1.02297
84 As -2.56276 1.92634 2.99102
85 H 6.84858 0.97234 0.92539
86 H 1.89151 -2.14917 -1.46864
87 H 2.06541 3.52292 4.83710
88 C 2.18314 -1.12111 2.76104
89 C 1.70760 -2.14199 3.79405
90 O -0.17361 -0.30663 3.51051
91 H -2.60969 -5.03417 1.72631
92 H -4.49755 3.78035 -1.43577
93 C 3.18642 0.88384 -1.04778
94 C -2.24323 -2.36492 4.57234
95 H 2.26586 2.83323 -2.16629
96 C 0.55293 1.32001 -4.31521
97 H 3.90879 1.46622 2.63472
98 H 0.66767 3.08516 -1.50823
99 C -1.98762 4.51094 -0.53563
100 H 3.10800 -1.27928 0.77646
101 H -3.83384 -5.29065 3.89039
102 C 4.46292 1.17098 -0.63207
103 H -4.19494 2.02817 -1.51804
104 H -1.86594 -5.26341 -2.96337

Forces on atoms 1 to 3 (eV/Å):
C 0.015 0.017 0.017
H -0.052 0.004 0.005
S -0.294 0.103 -0.113

Summary:
**E_HOMO**: -4.8933 eV
**Energy**: -8881.3053 hartree
**Maximum force**: 1.06 eV/Å
**ΔE to the lowest compared entry with this formula, charge and spin**: 86.16 kJ/mol
**HOMO-LUMO gap**: 6.778 eV
**Charge**: -1
**E_LUMO**: 1.9 eV

Results of the Mulliken charge analysis, in e, for atoms 1 through 5: -0.8291, 0.4695, -0.7334, -0.6311, 0.5058

***

2.
Here is a structure of composition C19H22AsCl3N3O2RbS2 from the Open Molecules 2025 dataset. Energies are from wB97M-V/def2-TZVPD.

Positions of all 53 atoms, in Å:
1 C -3.06726 1.19399 5.52494
2 H 2.19116 -2.55157 1.80374
3 H 4.80822 -0.52603 -1.60028
4 C -2.08904 0.61678 3.30917
5 H 0.30519 0.99701 5.77696
6 H 0.81083 -1.66534 -2.38402
7 S 1.47197 -4.26620 -1.79496
8 H 1.38629 -0.97272 -3.90842
9 S -0.93770 2.22312 -4.26320
10 H 0.55979 3.04319 0.14465
11 Cl 0.60482 0.37836 3.04721
12 C -0.09507 -4.21417 -1.06092
13 Cl -4.78671 0.86096 3.48443
14 Rb -0.46740 0.17541 0.04166
15 H -1.95529 -2.24803 0.79030
16 H -0.20168 5.39291 0.27940
17 N 2.77331 -2.37531 0.99091
18 C 0.03862 3.49693 -0.69609
19 H 2.53559 -1.43221 0.68693
20 C 2.85215 1.74471 -3.03089
21 C -0.37161 4.81287 -0.61748
22 C -2.55485 -4.22078 0.24172
23 Cl -1.64043 1.59450 7.80882
24 C -1.20167 4.54926 -2.84469
25 C -1.68872 -3.14515 0.23458
26 N -0.14146 2.70388 -1.75429
27 C -0.73805 3.20619 -2.86153
28 H -2.78960 -6.23408 -0.51062
29 H -3.95037 1.39321 6.11635
30 C -0.93902 -5.35490 -1.10651
31 H -3.49270 -4.17049 0.77773
32 H 3.41436 1.45538 -3.91925
33 As 2.43872 0.17959 -1.98857
34 H -1.37874 6.36343 -1.73697
35 H 3.71215 -1.93008 -1.63309
36 N -0.51331 -3.11229 -0.39726
37 H 3.43973 2.42367 -2.41463
38 C 3.96755 -0.98761 -2.11658
39 C -1.01991 5.33906 -1.73841
40 C -1.80838 1.22667 6.10080
41 H -1.69519 4.92440 -3.73074
42 C 1.02856 -0.73149 -2.90649
43 C -0.83164 0.68238 3.99711
44 H 4.21390 -1.16692 -3.16326
45 C -2.15435 -5.35484 -0.46920
46 H -0.58825 -6.22085 -1.65109
47 H 1.91136 2.21105 -3.32340
48 H 2.41373 -2.99435 0.26194
49 O 2.12927 0.53661 -0.39784
50 O -2.20768 0.34333 2.08776
51 C -0.68180 0.97116 5.33615
52 H 0.16982 -0.06645 -3.00576
53 C -3.18918 0.90186 4.18319

Forces on atoms 1 to 3 (eV/Å):
C 0.017 0.000 0.005
H 0.005 -0.003 0.005
H -0.002 0.002 -0.004

Summary:
**E_HOMO**: -2.0320 eV
**Energy**: -5488.9146 hartree
**Maximum force**: 0.57 eV/Å
**ΔE to the lowest compared entry with this formula, charge and spin**: 12.73 kJ/mol
**HOMO-LUMO gap**: 5.992 eV
**Charge**: -2
**E_LUMO**: 4.0 eV

Results of the natural (NBO) charge analysis, in e, for atoms 1 through 5: -0.2540, 0.3457, 0.2290, 0.3515, 0.2241

***

3.
Here is a structure of composition C2H3CuFO from the Open Molecules 2025 dataset. Energies are from wB97M-V/def2-TZVPD.

Positions of all 8 atoms, in Å:
1 C -1.04159 0.04746 1.34350
2 C -0.01100 1.01723 1.14431
3 H -1.20896 0.06849 2.45685
4 F -0.03160 -1.73384 -1.72603
5 O 0.69597 1.01573 0.11414
6 Cu 1.10485 -0.17491 -1.75840
7 H -1.73657 -0.18445 0.53529
8 H -0.09349 1.95593 1.72091

Forces on atoms 1 to 3 (eV/Å):
C 0.143 1.179 2.381
C -0.028 0.213 -3.728
H -0.890 -0.884 -1.336

Summary:
**E_HOMO (spin up / spin down)**: -9.0168 / -9.0007 eV
**Energy**: -1893.4625 hartree
**<S²>**: 0.7609
**Maximum force**: 3.73 eV/Å
**ΔE to the lowest compared entry with this formula, charge and spin**: 86.81 kJ/mol
**2S+1**: 2
**HOMO-LUMO gap (spin up / spin down)**: 8.701 / 7.038 eV
**E_LUMO (spin up / spin down)**: -0.3 / -2.0 eV

Results of the natural (NBO) charge analysis, in e, for atoms 1 through 5: -0.2670, 0.3074, 0.1884, -0.9106, -0.6181